[1]
{
  "formula": "C31H28As2KN4S3",
  "method": "wB97M-V/def2-TZVPD",
  "species": ["K", "C", "C", "As", "C", "C", "C", "C", "C", "C", "C", "C", "C", "C", "C", "C", "As", "C", "C", "C", "C", "C", "C", "C", "C", "C", "C", "C", "C", "H", "H", "H", "H", "H", "H", "H", "H", "H", "H", "H", "H", "H", "H", "H", "H", "H", "H", "H", "H", "H", "H", "H", "H", "S", "C", "C", "N", "C", "S", "C", "N", "N", "C", "N", "S", "H", "H", "H", "H"],
  "positions_angstrom": [[-0.73, 0.07, -1.92], [1.35, 0.01, 1.74], [0.47, -1.23, 1.94], [-1.24, -1.19, 0.96], [-2.10, 0.34, 1.81], [-3.11, 0.97, 1.09], [-3.78, 2.06, 1.62], [-3.45, 2.53, 2.88], [-2.44, 1.91, 3.61], [-1.77, 0.82, 3.08], [-2.17, -2.62, 1.91], [-2.83, -3.58, 1.16], [-3.52, -4.62, 1.77], [-3.56, -4.70, 3.15], [-2.90, -3.74, 3.92], [-2.21, -2.71, 3.30], [1.92, 0.30, -0.14], [3.61, 1.19, 0.24], [3.76, 2.04, 1.33], [4.97, 2.69, 1.55], [6.04, 2.50, 0.69], [5.89, 1.66, -0.41], [4.68, 1.02, -0.63], [2.65, -1.49, -0.46], [3.60, -2.08, 0.38], [4.05, -3.37, 0.13], [3.58, -4.08, -0.96], [2.64, -3.50, -1.81], [2.18, -2.21, -1.55], [2.24, -0.07, 2.36], [0.81, 0.91, 2.03], [0.28, -1.39, 3.01], [0.98, -2.12, 1.58], [-3.35, 0.63, 0.09], [-4.55, 2.55, 1.04], [-3.97, 3.39, 3.29], [-2.17, 2.28, 4.59], [-0.98, 0.36, 3.65], [-2.80, -3.52, 0.07], [-4.03, -5.36, 1.17], [-4.10, -5.51, 3.64], [-2.93, -3.80, 5.00], [-1.73, -1.96, 3.92], [2.94, 2.22, 2.00], [5.08, 3.36, 2.40], [6.98, 3.00, 0.87], [6.72, 1.51, -1.09], [4.58, 0.36, -1.49], [3.98, -1.53, 1.23], [4.79, -3.81, 0.79], [3.94, -5.08, -1.15], [2.27, -4.05, -2.66], [1.46, -1.76, -2.23], [-0.07, 1.11, -4.50], [-1.67, 1.40, -5.15], [-1.67, 2.27, -6.31], [-1.61, 3.00, -7.19], [-2.90, 0.98, -4.69], [-3.28, 0.05, -3.25], [-4.06, 1.38, -5.45], [-5.00, 1.69, -6.03], [-2.62, 3.29, -2.65], [-1.35, 3.55, -2.30], [-0.63, 4.26, -3.19], [-0.71, 3.10, -0.80], [-2.86, 3.35, -3.63], [-3.06, 2.50, -2.19], [-0.88, 4.19, -4.16], [0.36, 4.25, -3.01]],
  "multiplicity": 1,
  "energy_ev": -209072.6391,
  "e_above_lowest_ev": 0.3607,
  "fmax_ev_per_a": 0.497,
  "homo_energy_ev": -3.6,
  "total_charge": -1
}

[2]
{
  "formula": "C4H8N2O3",
  "method": "wB97M-V/def2-TZVPD",
  "species": ["N", "C", "O", "C", "C", "N", "C", "O", "O", "H", "H", "H", "H", "H", "H", "H", "H"],
  "positions_angstrom": [[2.18, -0.75, 0.22], [1.86, 0.50, -0.13], [2.43, 1.37, -0.84], [0.53, 0.93, 0.33], [-0.53, 0.07, -0.21], [-1.76, 0.72, -0.74], [-1.13, -1.16, 0.49], [-0.61, -1.75, 1.49], [-2.34, -1.67, -0.17], [1.61, -1.23, 1.03], [3.06, -1.30, 0.15], [0.72, 0.79, 1.46], [0.37, 2.03, 0.02], [-0.28, -0.33, -1.19], [-1.40, 1.54, -1.42], [-2.19, 1.15, 0.28], [-2.51, -0.89, -0.76]],
  "multiplicity": 1,
  "energy_ev": -13398.8702,
  "e_above_lowest_ev": 2.8180,
  "fmax_ev_per_a": 5.498,
  "homo_energy_ev": -9.8,
  "total_charge": 0
}

[3]
{
  "formula": "C7H9ClN2",
  "method": "wB97M-V/def2-TZVPD",
  "species": ["Cl", "C", "C", "C", "C", "C", "C", "C", "N", "N", "H", "H", "H", "H", "H", "H", "H", "H", "H"],
  "positions_angstrom": [[0.76, -0.03, -3.50], [-0.25, 0.16, -2.02], [0.46, 1.03, -1.00], [-0.37, 1.64, -0.07], [-1.11, 1.04, 0.85], [-0.84, -0.30, 1.42], [0.33, -0.95, 1.33], [1.10, -0.81, 0.09], [0.66, -1.69, -0.90], [-0.44, -1.21, -1.59], [-1.32, 0.49, -2.47], [1.21, 1.75, -1.31], [-0.29, 2.70, -0.05], [-1.82, 1.65, 1.38], [-1.48, -0.47, 2.40], [0.84, -1.36, 2.22], [2.17, -0.93, 0.21], [1.39, -1.92, -1.59], [-1.41, -1.27, -1.12]],
  "multiplicity": 1,
  "energy_ev": -22903.0048,
  "e_above_lowest_ev": 4.7134,
  "fmax_ev_per_a": 3.757,
  "homo_energy_ev": -8.2,
  "total_charge": 0
}

[4]
{
  "formula": "C3H8BBr2Na6O3",
  "method": "wB97M-V/def2-TZVPD",
  "species": ["Na", "Na", "Na", "Na", "Na", "Na", "C", "O", "O", "O", "B", "H", "H", "H", "H", "Br", "C", "C", "Br", "H", "H", "H", "H"],
  "positions_angstrom": [[-1.02, -3.68, 0.79], [2.22, -1.56, -3.51], [3.39, 2.92, -1.22], [6.22, -0.70, 2.64], [3.15, -3.96, 3.64], [2.16, 0.90, 5.48], [1.63, 0.02, 1.47], [1.05, -0.71, 2.25], [1.39, -0.04, 0.23], [2.35, 0.96, 1.87], [-0.53, -4.06, -2.93], [-0.30, -3.58, -3.87], [-1.37, -3.52, -2.51], [-0.81, -5.08, -3.12], [0.34, -3.96, -2.29], [-1.58, 3.65, -1.92], [-2.74, 2.93, -0.49], [-2.25, 3.52, 0.83], [-3.52, 3.09, 2.23], [-2.50, 1.88, -0.69], [-3.78, 3.19, -0.69], [-2.27, 4.61, 0.75], [-1.24, 3.17, 1.06]],
  "multiplicity": 1,
  "energy_ev": -176614.6934,
  "e_above_lowest_ev": 7.1818,
  "fmax_ev_per_a": 5.324,
  "homo_energy_ev": -13.6,
  "total_charge": 3
}

[5]
{
  "formula": "C26H28N11O2SSeSnTe4",
  "method": "wB97M-V/def2-TZVPD",
  "species": ["Sn", "N", "C", "C", "C", "C", "C", "C", "S", "O", "O", "N", "C", "N", "C", "C", "C", "N", "H", "H", "H", "H", "H", "H", "H", "H", "H", "N", "C", "C", "N", "C", "C", "N", "C", "C", "N", "H", "H", "H", "H", "H", "H", "Te", "Te", "Te", "Te", "C", "N", "C", "C", "N", "C", "C", "Se", "H", "H", "H", "H", "H", "H", "H", "H", "C", "C", "C", "N", "C", "C", "H", "H", "H", "H", "H"],
  "positions_angstrom": [[0.52, -1.86, 0.20], [-7.25, -1.82, 1.78], [-6.02, -1.16, 1.71], [-5.40, -0.62, 2.84], [-4.15, -0.03, 2.74], [-3.52, 0.03, 1.51], [-4.16, -0.43, 0.37], [-5.40, -1.02, 0.47], [-1.85, 0.57, 1.39], [-1.79, 1.97, 1.06], [-1.19, 0.18, 2.62], [-1.25, -0.35, 0.20], [-1.14, 0.09, -1.08], [-0.21, -0.61, -1.76], [0.04, -0.30, -3.01], [-0.65, 0.72, -3.65], [-1.64, 1.34, -2.89], [-1.90, 1.04, -1.63], [-7.45, -2.23, 2.68], [-7.37, -2.49, 1.02], [-5.89, -0.70, 3.81], [-3.64, 0.32, 3.63], [-3.67, -0.39, -0.59], [-5.86, -1.46, -0.41], [0.80, -0.89, -3.51], [-0.47, 0.98, -4.68], [-2.27, 2.11, -3.34], [-1.39, -2.60, 4.03], [-2.51, -2.96, 3.32], [-2.11, -3.11, 2.04], [-0.76, -2.87, 1.96], [-0.35, -2.55, 3.18], [0.98, -2.06, 3.53], [2.07, -2.77, 3.73], [3.06, -1.84, 3.92], [2.56, -0.57, 3.84], [1.22, -0.72, 3.62], [-1.34, -2.40, 5.02], [-3.48, -3.06, 3.78], [-2.68, -3.39, 1.17], [4.08, -2.14, 4.11], [3.02, 0.40, 3.90], [0.55, -0.03, 3.29], [-0.33, -4.10, -1.35], [-4.41, -5.05, -0.46], [-6.77, -4.15, -1.44], [-2.88, -3.35, -2.00], [0.27, 3.64, -0.57], [1.70, 3.73, -0.81], [2.31, 4.76, -1.50], [3.63, 4.49, -1.54], [3.81, 3.29, -0.87], [5.09, 2.64, -0.64], [2.62, 2.82, -0.42], [2.34, 1.24, 0.48], [-0.26, 3.41, -1.49], [-0.09, 4.58, -0.16], [0.08, 2.84, 0.15], [1.75, 5.59, -1.90], [4.45, 5.03, -1.97], [5.74, 2.82, -1.50], [4.91, 1.58, -0.52], [5.56, 3.03, 0.27], [5.56, 0.49, -3.95], [5.51, -0.81, -3.49], [4.33, -1.26, -2.89], [3.26, -0.49, -2.73], [3.33, 0.77, -3.16], [4.44, 1.30, -3.78], [6.45, 0.88, -4.44], [6.35, -1.48, -3.60], [4.25, -2.28, -2.53], [2.44, 1.37, -2.99], [4.43, 2.33, -4.13]],
  "multiplicity": 1,
  "energy_ev": -159093.4703,
  "e_above_lowest_ev": 0.0000,
  "fmax_ev_per_a": 0.520,
  "homo_energy_ev": -3.2,
  "total_charge": -1
}